Computed, not measured: a cluster of 3 separate species, C4H14NO2 in total, with wB97M-V/def2-TZVPD.

Gap between HOMO and LUMO ... 10.6 eV
HOMO energy ... -13.7 eV
Total charge ... +1
Calculated total energy ... -9953.1893 eV

Atoms and positions in Å:
O (1.63467, -2.77087, 0.31648)
O (0.43803, -1.18212, -2.07592)
N (0.62704, -0.35526, 1.52710)
C (-1.97093, 1.74498, -1.27285)
C (0.68376, 1.09024, 1.12829)
C (-0.75990, 1.68469, 0.92906)
C (-1.41246, 1.06052, -0.26108)
H (-1.73886, 2.78694, -1.44582)
H (-1.46772, -0.02619, -0.29220)
H (1.45701, -2.42286, -0.56333)
H (-1.25209, 1.57315, 1.90311)
H (-0.54545, 2.74473, 0.82420)
H (0.37529, -0.92961, 0.72113)
H (-2.26343, 1.09570, -2.08731)
H (1.50614, -0.73648, 1.88773)
H (1.15103, 1.16676, 0.15057)
H (0.87224, -1.51743, -2.83713)
H (-0.02407, -0.45045, 2.31473)
H (1.12297, 1.66230, 1.94077)
H (-0.33517, -0.68385, -2.39044)
H (1.55363, -3.72277, 0.16765)

=====

Computed, not measured: a cluster of 2 separate species, C4H14NO2 in total, with wB97M-V/def2-TZVPD.

Gap between HOMO and LUMO ... 10.4 eV
HOMO energy ... -14.0 eV
Total charge ... +1
Calculated total energy ... -9952.3097 eV

Atoms and positions in Å:
O (-2.69098, -1.71712, 0.49282)
O (2.52807, 0.48265, 0.42856)
N (-1.14321, 0.73536, 1.23614)
C (2.11304, -0.76672, -0.11734)
C (-0.13121, 1.36335, 0.19522)
C (0.21379, 0.66133, -1.14118)
C (0.83042, -0.72496, -1.00840)
H (2.10270, -1.37522, 0.79628)
H (-3.46078, -1.12168, 0.20632)
H (-0.00041, -1.45301, -0.64677)
H (-0.74384, 0.32661, 2.08346)
H (3.15338, 0.96087, -0.10033)
H (0.96057, 1.40181, -1.60545)
H (-0.73688, 0.54635, -1.68117)
H (-0.81366, 2.16294, -0.02596)
H (2.82224, -1.36634, -0.64732)
H (0.81244, 1.76977, 0.64286)
H (1.09796, -0.89942, -2.10575)
H (-1.83275, 0.02592, 0.81111)
H (-1.82918, 1.50102, 1.55380)
H (-3.25171, -2.51352, 0.63309)

=====

Computed, not measured: a cluster of 3 separate species, C4H14NO3 in total, with wB97M-V/def2-TZVPD.

Gap between HOMO and LUMO ... 7.2 eV
HOMO energy ... -3.7 eV
Total charge ... -1
Calculated total energy ... -12005.7933 eV

Atoms and positions in Å:
O (0.14233, 1.03168, -3.64323)
O (2.63683, 1.50553, 0.07628)
O (-1.43418, 1.27908, -1.73532)
N (-0.16565, -0.31350, -0.44603)
C (-0.24229, -0.69593, 0.95541)
C (0.41751, -2.03429, 1.27030)
C (-1.47717, -0.37136, 1.81132)
C (-0.50123, 1.11331, -0.77719)
H (0.46897, 0.06294, 1.45887)
H (-2.26526, -0.97473, 1.18429)
H (0.63982, -2.11502, 2.34540)
H (-0.54152, 0.94466, -2.83568)
H (1.36580, -2.35332, 0.79307)
H (-0.91974, 1.48320, 0.16250)
H (-1.90435, 0.71516, 1.80883)
H (3.18644, 1.22193, -0.61438)
H (1.01450, 0.95403, -3.47691)
H (0.44632, 1.51221, -0.92338)
H (-1.50804, -0.45637, 2.79036)
H (-0.22969, -2.82166, 0.96036)
H (-0.79982, -0.87660, -1.20763)
H (1.67042, 1.18904, 0.04275)

=====

Computed, not measured: a cluster of 3 separate species, C4H14NO3 in total, with wB97M-V/def2-TZVPD.

Gap between HOMO and LUMO ... 8.0 eV
HOMO energy ... -4.1 eV
Total charge ... -1
Calculated total energy ... -12008.1661 eV

Atoms and positions in Å:
O (-3.99111, -0.84313, 0.61399)
O (-1.78840, -0.07692, -0.30631)
O (2.52932, -1.81373, 1.43172)
N (0.47754, -0.27559, 0.68959)
C (-0.79589, -0.87072, 0.07932)
C (0.29041, 2.17209, -0.03122)
C (1.06734, 0.42509, -1.61938)
C (1.01728, 0.84373, -0.10395)
H (-0.71903, 1.89583, -0.37859)
H (1.61158, 1.20248, -2.16133)
H (1.77649, -1.17795, 1.15380)
H (0.25683, 0.14090, 1.59558)
H (-3.93569, -1.77150, 0.39869)
H (-3.07656, -0.38136, 0.42774)
H (2.06839, 0.94806, 0.20085)
H (-1.04747, -1.60837, 0.89641)
H (-0.40394, -1.50763, -0.73024)
H (1.99825, -2.61898, 1.35935)
H (0.03564, 0.46757, -1.96381)
H (0.74912, 2.87660, -0.74972)
H (1.38241, -0.62157, -1.76066)
H (0.49749, 2.59509, 0.95818)

=====

Computed, not measured: a cluster of 3 separate species, C4H14NO3 in total, with wB97M-V/def2-TZVPD.

Gap between HOMO and LUMO ... 8.6 eV
HOMO energy ... -4.6 eV
Total charge ... -1
Calculated total energy ... -12007.9731 eV

Atoms and positions in Å:
O (0.22471, 2.32563, -1.79995)
O (-0.64460, -1.72172, -0.96213)
O (0.37576, -0.03278, -2.78639)
N (0.52492, -1.36201, 1.13763)
C (-0.22877, 0.94866, 1.69945)
C (0.47990, -1.98379, -0.16605)
C (0.98774, 0.01601, 1.34238)
C (-1.43057, 0.70049, 0.84048)
H (-1.73743, -0.33281, 0.97279)
H (0.10791, 1.32772, -2.24468)
H (1.17480, 2.29041, -1.65317)
H (1.39751, -1.71281, -0.67908)
H (-0.12935, -1.59822, 1.84899)
H (-2.24934, 1.38965, 0.90217)
H (-1.15726, 0.74816, -0.22658)
H (-0.45896, 0.76392, 2.73795)
H (0.37309, -3.06645, 0.11661)
H (-0.42785, -0.12604, -3.31326)
H (0.15052, 1.94834, 1.55930)
H (1.22551, 0.42152, 0.35049)
H (1.80735, 0.13134, 2.05685)
H (-0.36557, -1.07522, -1.73379)

=====

Computed, not measured: a cluster of 2 separate species, C4H14NO3 in total, with wB97M-V/def2-TZVPD.

Gap between HOMO and LUMO ... 11.8 eV
HOMO energy ... -14.6 eV
Total charge ... +1
Calculated total energy ... -12001.5490 eV

Atoms and positions in Å:
O (-1.35416, -0.27280, 2.26484)
O (-2.57031, -0.88505, -2.12739)
O (0.95897, -0.04657, -1.74376)
N (-1.00425, 0.59304, -0.28970)
C (2.28872, 0.75678, 0.11308)
C (-0.04409, -0.35141, 0.34269)
C (1.30736, -0.30375, -0.37136)
C (-0.02948, -0.04243, 1.84083)
H (2.25055, 0.90731, 1.19296)
H (0.71073, -0.63280, 2.37754)
H (1.98590, 1.71910, -0.29169)
H (-1.62011, 0.09766, -0.97128)
H (-1.70649, 0.89190, 0.39861)
H (1.72560, -1.30431, -0.32191)
H (-1.42483, -0.31576, 3.22394)
H (-3.21501, -1.49863, -1.75011)
H (1.78567, 0.16163, -2.21564)
H (0.24847, 1.00927, 1.96371)
H (-2.56908, -1.05297, -3.07629)
H (-0.57486, 1.39629, -0.73875)
H (-0.46870, -1.35241, 0.27996)
H (3.31940, 0.52589, -0.10028)

=====

Computed, not measured: a cluster of 3 separate species, C4H14NO4 in total, with wB97M-V/def2-TZVPD.

Gap between HOMO and LUMO ... 8.1 eV
HOMO energy ... -4.5 eV
Total charge ... -1
Calculated total energy ... -14054.9544 eV

Atoms and positions in Å:
O (0.45331, 2.51841, -0.89238)
O (0.91618, 1.13583, 1.03344)
O (-0.61973, -0.10871, -2.50726)
O (2.01918, -1.10027, 1.19030)
N (-0.67895, -1.50708, -0.66775)
C (0.20008, -0.90447, -1.70508)
C (-1.55888, -0.60285, 0.15033)
C (-0.16598, 0.79093, 1.82325)
C (-1.00998, -0.46757, 1.59334)
H (-1.92314, -0.40976, 2.27607)
H (-2.57075, -0.92953, 0.07123)
H (0.20418, 0.69398, 2.87952)
H (0.04047, -1.98526, -0.05302)
H (1.61052, -0.12020, 1.02689)
H (0.54263, 1.72305, -0.10911)
H (2.95228, -0.85955, 1.18460)
H (-1.21209, -0.67895, -3.00553)
H (-0.46763, 2.48297, -1.18020)
H (-1.47392, 0.46337, -0.28568)
H (-0.41659, -1.35006, 1.82435)
H (-0.90134, 1.67890, 1.84691)
H (0.71421, -1.72910, -2.25639)
H (1.09592, -0.40215, -1.28390)

=====

Computed, not measured: a cluster of 3 separate species, C4H14O2S in total, with wB97M-V/def2-TZVPD.

Gap between HOMO and LUMO (spin up / spin down) ... 2.1 / 9.1 eV
HOMO energy (spin up / spin down) ... 0.7 / -6.3 eV
Total charge ... -1
⟨S²⟩ ... 0.750
Calculated total energy ... -19303.6158 eV
Multiplicity ... 2

Atoms and positions in Å:
S (-1.22408, -1.64399, -2.59693)
O (-2.11295, 1.41485, 1.87538)
O (1.64969, -2.96407, 0.29017)
C (-1.13493, -0.63504, -1.07978)
C (0.16800, 0.15356, -0.90633)
C (1.84631, 1.19910, 0.87628)
C (0.52299, 0.36590, 0.55669)
H (2.14835, 1.05910, 1.90215)
H (-1.99982, 2.35560, 2.12457)
H (2.61358, 0.77934, 0.24291)
H (-2.01527, -0.04651, -1.25488)
H (0.43037, -0.50890, 1.22985)
H (-0.24177, 1.11614, 0.93716)
H (-1.54782, -0.56746, -3.29085)
H (1.05547, -0.20395, -1.44993)
H (-1.28322, -1.23592, -0.15687)
H (-3.12645, 1.47627, 1.74071)
H (1.35272, -3.41494, -0.51860)
H (1.67686, 2.23697, 0.66079)
H (1.19933, -2.13494, 0.05355)
H (0.02263, 1.19890, -1.23604)

=====

Computed, not measured: a cluster of 3 separate species, C4H14O2S in total, with wB97M-V/def2-TZVPD.

Gap between HOMO and LUMO ... 9.0 eV
HOMO energy ... -8.5 eV
Total charge ... 0
SMILES string ... CCCSC.O.O
Calculated total energy ... -19303.6383 eV

Atoms and positions in Å:
S (1.21137, 1.68748, 1.64090)
O (-6.55872, -2.11257, 1.57606)
O (-2.24997, -4.64960, -0.76176)
C (1.72362, 1.52595, -0.07362)
C (1.20908, 0.29032, -2.32134)
C (0.85347, 0.60146, -0.91341)
C (2.76346, 2.58221, 2.15011)
H (2.73262, 1.19289, -0.10633)
H (-1.66327, -5.14249, -0.17156)
H (0.31999, 0.23384, -2.96711)
H (-3.10044, -4.91583, -0.47096)
H (1.82336, -0.67951, -2.41210)
H (0.81785, -0.39497, -0.33379)
H (-5.85098, -1.97014, 0.95920)
H (-6.24067, -1.36943, 2.13595)
H (3.69865, 2.51032, 1.59375)
H (3.03473, 2.54672, 3.21343)
H (-0.26530, 1.00746, -1.12362)
H (1.58910, 2.43131, -0.58420)
H (2.43703, 3.53195, 1.89658)
H (1.71503, 1.09262, -2.92616)

=====

Computed, not measured: a cluster of 2 separate species, C4H14O2Si2 in total, with wB97M-V/def2-TZVPD.

Gap between HOMO and LUMO ... 10.7 eV
HOMO energy ... -10.3 eV
Total charge ... 0
SMILES string ... C[SiH](C)O.C[Si](C)=O
Calculated total energy ... -24226.7708 eV

Atoms and positions in Å:
Si (-1.49124, 0.72888, 0.62614)
Si (2.45278, 0.63092, -0.11659)
O (-0.07766, 0.65455, 1.46843)
O (2.05843, 2.07516, -0.41435)
C (-1.91227, -0.93950, 0.01317)
C (-1.29973, 2.00500, -0.75662)
C (3.55308, -0.01907, 1.35386)
C (1.99196, -0.85367, -1.17788)
H (4.43652, 0.61851, 1.29122)
H (3.87567, -1.08243, 1.50688)
H (-2.55578, -0.90266, -0.94134)
H (1.60478, -0.49815, -2.17981)
H (-2.62059, 1.11747, 1.57714)
H (1.04085, -1.24225, -0.79940)
H (-1.40364, 3.01114, -0.39518)
H (2.87996, 0.33656, 2.28853)
H (2.62356, -1.74430, -1.38527)
H (-0.28557, 1.79617, -1.21051)
H (-1.05192, -1.36801, -0.39196)
H (-2.16675, 1.95063, -1.43228)
H (0.50685, 1.38406, 1.25520)
H (-2.37750, -1.57906, 0.76280)

=====

Computed, not measured: a cluster of 4 separate species, C4H14O3 in total, with wB97M-V/def2-TZVPD.

Gap between HOMO and LUMO ... 8.4 eV
HOMO energy ... -7.9 eV
Total charge ... 0
SMILES string ... C=C(C)C.O.O.O
Calculated total energy ... -10514.6642 eV

Atoms and positions in Å:
O (-2.36682, -0.37275, -0.53704)
O (0.21103, -2.35804, -0.64147)
O (-1.51472, -6.61239, -0.85851)
C (1.08537, 1.56517, 1.85408)
C (-0.16251, 2.42948, -0.23275)
C (1.08993, 2.44489, 0.59360)
C (2.14500, 3.15702, 0.11231)
H (-1.09647, 2.17339, 0.28510)
H (2.45161, 2.87084, -0.89590)
H (1.15616, 1.95966, 2.86504)
H (-0.43073, -1.86757, -1.15667)
H (-0.06480, 1.57438, -0.91900)
H (2.76007, 3.89799, 0.60308)
H (1.75051, 0.74032, 1.61835)
H (-2.77313, 0.49636, -0.48945)
H (-0.91928, -6.39712, -1.58336)
H (0.07377, 1.15226, 1.78078)
H (-3.09002, -0.99934, -0.63784)
H (-0.48960, 3.35513, -0.69309)
H (-0.93707, -7.09459, -0.25879)
H (1.12171, -2.11507, -0.80846)

=====

Largest force on an atom (eV Å⁻¹)
2.5 3.0 7.9 2.5 2.8 1.7 3.6 3.3 3.7 2.8 2.1
ΔE to the lowest compared entry with this formula, charge and spin (eV)
1.572 2.451 3.103 0.730 0.923 0.261 0.886 0.815 1.906 2.356 3.265